*a*
This record from OMol25 describes a 2-piece molecular cluster, C3H9NOS overall. The level of theory is the ωB97M-V functional and the def2-TZVPD basis.

Last columns: bonded neighbours and bond lengths (Å).
Geometry (Å):
1 C 0.02978 -0.25782 1.51817  C2 1.620, H4 1.100, H5 1.087, H6 1.108
2 C 1.54102 -0.05169 2.06384  C1 1.620, S3 1.741, H7 1.124, H8 1.098
3 S 2.54514 -1.36597 2.60872  C2 1.741, H9 1.326
4 H -0.81253 -0.28605 2.22499  C1 1.100
5 H -0.12297 -1.13229 0.89045  C1 1.087
6 H -0.09868 0.62207 0.85635  C1 1.108
7 H 2.05172 0.50137 1.22956  C2 1.124
8 H 1.62598 0.81598 2.73132  C2 1.098
9 H 1.60196 -2.29354 2.52221  S3 1.326
10 C -1.12755 1.18989 -2.73085  N11 1.447, O12 1.230, H13 1.068
11 N -1.60126 -0.11966 -3.12378  C10 1.447, H14 1.019, H15 1.056
12 O -0.45524 1.47004 -1.74025  C10 1.230
13 H -1.60471 1.94842 -3.31123  C10 1.068
14 H -2.60202 -0.30017 -3.19131  N11 1.019
15 H -0.97063 -0.74060 -2.54819  N11 1.056

Summary:
frontier orbital gap	0.34802	Eh
2S+1	1
SMILES	NC=O.CCS



*b*
This record from OMol25 describes C3H9NOS in the gas phase. The level of theory is the ωB97M-V functional and the def2-TZVPD basis.

Last columns: bonded neighbours and bond lengths (Å).
Geometry (Å):
1 C -0.44335 0.22976 -2.01857  C2 1.559, H7 1.101, H8 1.173, H9 1.032
2 C -0.05542 -0.49697 -0.69444  C1 1.559, N4 1.510, H10 1.093, H11 1.068
3 C 0.02880 -0.56913 1.99788  N4 1.765, O5 1.374, H12 1.057, H13 1.230
4 N -0.20544 0.37771 0.52699  C2 1.510, C3 1.765, S6 1.648
5 O 1.36787 -0.76282 2.23653  C3 1.374, H14 0.906
6 S 0.81503 1.67015 0.45349  N4 1.648, H15 1.360
7 H -1.39921 0.77225 -1.95134  C1 1.101
8 H 0.21642 1.08388 -2.47869  C1 1.173
9 H -0.42992 -0.49270 -2.75607  C1 1.032
10 H -0.62547 -1.41674 -0.53801  C2 1.093
11 H 0.97898 -0.68810 -0.87953  C2 1.068
12 H -0.47171 -1.48025 1.80516  C3 1.057
13 H -0.50933 0.14675 2.84116  C3 1.230
14 H 1.88577 -0.03802 2.07069  O5 0.906
15 H 0.06433 2.41299 1.30967  S6 1.360

Summary:
frontier orbital gap	0.33081	Eh
2S+1	1
SMILES	CCN(S)CO



The relative energies come out as *a* 0.0; *b* 33.3, with values in kcal/mol.



*a*
This record from OMol25 describes a 2-piece molecular cluster, C9H11N2O2 overall. The level of theory is the ωB97M-V functional and the def2-TZVPD basis.

Last columns: bonded neighbours and bond lengths (Å).
Geometry (Å):
1 C 1.34191 -1.81789 -1.14307  N10 1.299, N11 1.424, H14 1.095
2 C 1.63719 0.29769 0.62921  C3 1.422, C4 1.522, O13 1.327
3 C 0.43495 -0.44113 0.45431  C2 1.422, C6 1.485, N10 1.355
4 C 2.72467 0.06091 -0.40928  C2 1.522, C5 1.397, N11 1.349
5 C 3.89629 0.82103 -0.42779  C4 1.397, H15 1.081, H16 1.087
6 C -0.90467 -0.09491 0.99469  C3 1.485, C9 1.480, H17 1.141
7 C -2.24483 0.74734 -1.32686  O12 1.328, H18 1.159, H19 1.088
8 C -3.20433 0.24136 1.50726  C9 1.482, H20 1.196, H21 1.042, H22 1.191
9 C -2.26545 -0.62345 0.75392  C6 1.480, C8 1.482, H23 1.062
10 N 0.41758 -1.59387 -0.25842  C1 1.299, C3 1.355
11 N 2.36273 -0.84438 -1.34150  C1 1.424, C4 1.349, H24 1.002
12 O -0.94673 0.93239 -1.53925  C7 1.328
13 O 1.91897 1.15368 1.60392  C2 1.327
14 H 1.38505 -2.64366 -1.86025  C1 1.095
15 H 4.67555 0.66299 -1.16042  C5 1.081
16 H 4.23557 1.62226 0.22388  C5 1.087
17 H -0.86295 0.90633 1.54126  C6 1.141
18 H -2.50956 1.70734 -0.73334  C7 1.159
19 H -2.69299 -0.23030 -1.16443  C7 1.088
20 H -3.85134 0.93446 0.77863  C8 1.196
21 H -3.62512 -0.26481 2.31563  C8 1.042
22 H -2.58338 1.11215 2.03220  C8 1.191
23 H -2.40989 -1.65873 0.56565  C9 1.062
24 H 3.07079 -0.98681 -2.03596  N11 1.002

Summary:
frontier orbital gap	0.22782	Eh
2S+1	1
net charge	-1



*b*
This record from OMol25 describes an isolated ion of composition C9H11N2O2 and charge -1. The level of theory is the ωB97M-V functional and the def2-TZVPD basis.

Last columns: bonded neighbours and bond lengths (Å).
Geometry (Å):
1 C 0.70808 -2.02778 -0.05361  C2 1.388, C3 1.358, H14 1.088
2 C -0.62839 -2.39364 -0.14111  C1 1.388, C5 1.400, H15 1.048
3 C 1.15869 -0.77206 -0.30582  C1 1.358, C6 1.371
4 C -0.62875 0.52339 -0.58284  N11 1.331, O12 1.218
5 C -1.79909 -1.65383 -0.34386  C2 1.400, N11 1.452, O13 1.235
6 C 2.31390 -0.03842 -0.23067  C3 1.371, N10 1.279, H16 1.053
7 C -3.01268 1.44013 0.93921  C9 1.495, H17 1.126, H18 1.162, H19 1.105
8 C 4.49622 0.37501 0.31495  N10 1.423, H20 1.149, H21 1.107, H22 1.115
9 C -2.95836 0.65086 -0.32977  C7 1.495, N11 1.508, H23 1.093, H24 1.100
10 N 3.51526 -0.47438 -0.26850  C6 1.279, C8 1.423
11 N -1.71668 -0.20403 -0.34118  C4 1.331, C5 1.452, C9 1.508
12 O -0.69147 1.71782 -0.81249  C4 1.218
13 O -2.94330 -2.11842 -0.34496  C5 1.235
14 H 1.42041 -2.75668 0.32824  C1 1.088
15 H -0.81042 -3.42266 -0.06298  C2 1.048
16 H 2.09605 0.94542 0.07645  C6 1.053
17 H -3.64924 2.32264 0.64798  C7 1.126
18 H -3.42270 0.89064 1.87728  C7 1.162
19 H -1.99604 1.84753 1.08833  C7 1.105
20 H 5.49833 0.01979 -0.12125  C8 1.149
21 H 4.49617 0.41911 1.42153  C8 1.107
22 H 4.48683 1.43342 -0.03414  C8 1.115
23 H -3.90535 0.16471 -0.57674  C9 1.093
24 H -2.92962 1.41127 -1.12436  C9 1.100

Summary:
frontier orbital gap	0.25193	Eh
2S+1	1
net charge	-1



The relative energies come out as *a* 54.8; *b* 0.0, with values in kcal/mol.



*a*
This record from OMol25 describes a 2-piece molecular cluster, C8H9NO overall. The level of theory is the ωB97M-V functional and the def2-TZVPD basis.

Last columns: bonded neighbours and bond lengths (Å).
Geometry (Å):
1 C -2.12597 -1.00547 -0.20983  C4 1.427, N9 1.161
2 C -1.05093 1.90280 0.24215  C3 1.495, C5 1.370, H11 1.056
3 C 0.19797 2.02435 1.05443  C2 1.495, C6 1.322, H12 1.102
4 C -0.75819 -1.21003 -0.55983  C1 1.427, C7 1.341, H13 1.048
5 C -0.64261 1.32229 -0.92997  C2 1.370, O10 1.422, H14 1.032
6 C 1.19914 1.63638 0.28236  C3 1.322, O10 1.384, H15 1.168
7 C 0.09442 -1.56669 0.41153  C4 1.341, C8 1.500, H16 1.117
8 C 1.49986 -1.86910 -0.01579  C7 1.500, H17 1.089, H18 1.031, H19 1.094
9 N -3.23879 -0.92628 0.11043  C1 1.161
10 O 0.77179 1.17659 -0.95154  C5 1.422, C6 1.384
11 H -2.07873 2.05634 0.42916  C2 1.056
12 H 0.40749 2.56307 1.99239  C3 1.102
13 H -0.56080 -1.31034 -1.58468  C4 1.048
14 H -1.18021 1.09889 -1.78214  C5 1.032
15 H 2.33232 1.74359 0.54514  C6 1.168
16 H -0.30461 -1.74280 1.43980  C7 1.117
17 H 1.40993 -2.32849 -0.99873  C8 1.089
18 H 1.97623 -2.63845 0.47855  C8 1.031
19 H 2.05170 -0.92664 0.04657  C8 1.094

Summary:
frontier orbital gap	0.35490	Eh
2S+1	1
SMILES	C/C=C/C#N.c1ccoc1



*b*
This record from OMol25 describes C8H9NO in the gas phase. The level of theory is the ωB97M-V functional and the def2-TZVPD basis.

Last columns: bonded neighbours and bond lengths (Å).
Geometry (Å):
1 C -0.27529 2.19566 -0.08759  C3 1.399, N9 1.370, H11 1.011
2 C 0.34457 0.06971 -0.04520  C3 1.414, C4 1.422, C6 1.520
3 C -0.80010 0.89902 -0.06781  C1 1.399, C2 1.414, C8 1.511
4 C 1.51713 0.86928 0.05094  C2 1.422, C5 1.387, N9 1.370
5 C 2.69600 0.13933 0.06461  C4 1.387, C7 1.459, O10 1.198
6 C 0.77932 -1.38199 0.07634  C2 1.520, C7 1.578, H12 1.113, H13 1.107
7 C 2.34242 -1.26559 -0.10552  C5 1.459, C6 1.578, H14 1.165, H15 1.157
8 C -2.22291 0.39176 -0.03447  C3 1.511, H16 1.119, H17 1.096, H18 1.096
9 N 1.08729 2.16996 0.05560  C1 1.370, C4 1.370, H19 1.021
10 O 3.83006 0.51671 -0.02011  C5 1.198
11 H -0.64872 3.12303 -0.23835  C1 1.011
12 H 0.63980 -1.50485 1.17394  C6 1.113
13 H 0.43709 -2.12918 -0.66591  C6 1.107
14 H 2.53879 -1.54826 -1.21851  C7 1.165
15 H 3.04825 -1.87632 0.57760  C7 1.157
16 H -2.58596 -0.16181 -0.93646  C8 1.119
17 H -2.41941 -0.28271 0.80672  C8 1.096
18 H -2.83128 1.19615 0.39527  C8 1.096
19 H 1.54616 3.01323 0.40337  N9 1.021

Summary:
frontier orbital gap	0.33697	Eh
2S+1	1
SMILES	Cc1c[nH]c2c1CCC2=O



*c*
This record from OMol25 describes a 2-piece molecular cluster, C8H9NO overall. The level of theory is the ωB97M-V functional and the def2-TZVPD basis.

Last columns: bonded neighbours and bond lengths (Å).
Geometry (Å):
1 O 2.49915 2.16415 0.54905  H2 0.984, H3 0.984
2 H 3.37203 1.91993 0.93206  O1 0.984
3 H 2.37299 3.10706 0.80055  O1 0.984
4 C -0.15629 -0.36909 -2.14517  C5 1.377, C10 1.429, H13 1.090
5 C 0.86812 0.51937 -1.90789  C4 1.377, N12 1.377, H14 1.090
6 C -2.05867 -1.63365 0.89407  C7 1.411, C8 1.386, H15 1.098
7 C -1.32036 -0.90619 1.85177  C6 1.411, C9 1.388, H16 1.098
8 C -1.77171 -1.54200 -0.45929  C6 1.386, C10 1.407, H17 1.098
9 C -0.27829 -0.07100 1.47380  C7 1.388, C11 1.399, H18 1.098
10 C -0.72126 -0.70408 -0.87635  C4 1.429, C8 1.407, C11 1.423
11 C 0.00897 0.01952 0.10803  C9 1.399, C10 1.423, N12 1.375
12 N 0.96566 0.75137 -0.55427  C5 1.377, C11 1.375, H19 1.023
13 H -0.46311 -0.73579 -3.12471  C4 1.090
14 H 1.54600 1.01278 -2.60439  C5 1.090
15 H -2.87598 -2.28404 1.23256  C6 1.098
16 H -1.57496 -1.00268 2.91548  C7 1.098
17 H -2.35397 -2.11343 -1.19416  C8 1.098
18 H 0.29529 0.49439 2.22011  C9 1.098
19 H 1.64639 1.37336 -0.11126  N12 1.023

Summary:
frontier orbital gap	0.27294	Eh
2S+1	1
SMILES	c1ccc2[nH]ccc2c1.O



The relative energies come out as *a* 62.1; *b* 24.2; *c* 0.0, with values in kcal/mol.